Entry 1:
A molecular structure, C30H24BF6MnN5O8S2 at a distorted geometry, computed with ωB97M-V with the def2-TZVPD basis set.

The geometry in XYZ format:
```
77
Properties=species:S:1:pos:R:3:forces:R:3:mulliken_spin:R:1
Mn -0.0900 0.2171 2.4203 -0.03 -0.54 0.21 2.96
O -3.9942 0.8839 3.3149 1.28 -0.04 -0.46 0.03
C -2.8858 0.5507 2.8740 0.03 -0.70 -0.30 -0.02
N -1.7674 1.2271 2.5354 -0.50 -0.05 0.01 0.02
C -1.5762 2.5902 2.7686 -0.55 0.33 -0.09 -0.03
C -2.5523 3.5858 2.6520 0.95 0.14 0.75 0.01
C -2.2530 4.8443 3.1585 -1.35 -0.07 -0.44 -0.01
C -1.0411 5.0975 3.6913 0.58 0.43 0.14 0.01
C -0.0239 4.1736 3.6757 0.23 -0.15 0.49 0.00
C -0.2658 2.9043 3.2196 -0.69 -0.35 -0.33 0.06
N 0.6058 1.8082 3.2159 0.72 0.15 0.78 -0.03
C 1.8116 1.7706 3.8141 0.35 -1.70 -1.07 0.02
O 2.5121 2.6017 4.3467 -0.11 1.39 0.62 0.02
C 2.4805 0.3694 3.6462 -0.07 1.26 0.51 0.00
C 3.8336 0.2806 3.9247 1.23 -1.88 0.01 0.00
C 4.5160 -0.9458 3.6862 -2.68 -0.07 -0.42 0.01
C 3.7384 -2.0154 3.1687 0.22 0.46 0.39 0.00
C 2.3649 -1.8135 3.0058 0.83 0.39 0.29 0.03
N 1.7444 -0.6518 3.2235 -0.03 0.19 -0.41 -0.02
C -2.5288 -0.9357 2.7261 -0.78 -1.25 0.59 0.38
C -3.0092 -1.8866 3.6097 0.91 -0.48 -0.74 -0.16
C -2.5489 -3.2190 3.6375 0.50 -0.06 -1.05 0.43
C -1.5592 -3.6498 2.6991 0.15 0.67 0.39 -0.14
C -1.0380 -2.7363 1.8357 -0.67 -0.15 0.37 0.30
N -1.5406 -1.3931 1.7376 -0.39 0.40 0.30 0.05
H -3.5560 3.4714 2.3318 -0.59 -0.89 -0.41 0.00
H -3.0321 5.6030 3.2111 0.10 -0.11 -0.16 0.00
H -0.8930 6.0291 4.1614 0.39 1.05 0.42 0.00
H 0.8874 4.4045 4.1666 0.82 0.09 0.09 0.00
H 4.3775 1.1230 4.3136 -0.18 0.28 0.00 0.00
H 5.5407 -1.1329 3.9190 0.57 0.31 0.00 0.00
H 4.1844 -2.9899 2.8975 -0.36 0.75 0.27 0.00
H 1.7031 -2.5833 2.7260 -0.42 -1.02 -0.56 -0.02
H -3.7247 -1.6762 4.3625 -0.57 0.93 0.36 -0.01
H -2.9181 -3.9432 4.3342 -0.31 -0.03 0.35 0.03
H -1.1758 -4.6774 2.7505 -0.07 0.59 -0.21 -0.01
H -0.2900 -2.9366 1.1020 0.39 -0.25 -0.29 0.03
C -2.1570 0.8391 -6.4070 0.65 -1.14 -0.53 0.00
C -1.3626 -0.1744 -5.5781 1.43 -0.42 -0.58 0.00
C 0.1330 0.2709 -5.8533 -1.38 -1.84 -0.16 0.00
C -1.5692 -1.5914 -6.1457 -0.02 0.45 -0.92 0.00
C -1.6518 -0.1260 -4.0920 0.81 -0.67 -0.11 0.00
C -2.2986 0.9794 -3.6237 -0.63 0.74 1.00 0.00
C -2.5964 1.2191 -2.2778 0.78 -0.67 -0.49 0.00
C -2.1797 0.2527 -1.4300 0.51 -1.66 0.86 0.00
O -2.3523 0.1635 -0.0608 -0.81 1.26 -0.24 0.03
B -1.7024 -0.9441 0.3436 0.53 -0.12 0.70 -0.03
O -1.1382 -1.6272 -0.6950 0.24 -0.58 -1.50 0.02
C -1.4586 -0.8970 -1.8442 -0.31 1.02 -0.15 0.01
C -1.1448 -1.1043 -3.1808 -0.69 0.38 0.99 0.00
H -2.0603 0.5944 -7.4820 -0.15 0.00 0.50 0.00
H -1.7301 1.8118 -6.2785 -0.07 0.76 0.14 0.00
H -3.1687 0.8018 -6.0971 -1.23 0.23 -0.05 0.00
H 0.2870 0.0687 -6.9153 0.07 0.79 -0.19 0.00
H 0.8343 -0.4091 -5.3971 0.35 0.11 0.76 0.00
H 0.2051 1.2930 -5.5395 0.64 0.43 0.01 0.00
H -0.9586 -1.6763 -7.0605 -0.60 0.00 -0.04 0.00
H -2.6194 -1.8482 -6.3369 0.12 0.37 -0.20 0.00
H -1.2238 -2.3941 -5.5436 0.54 -0.49 1.01 0.00
H -2.6151 1.7577 -4.2779 -0.07 0.26 -0.57 0.00
H -2.9932 2.1423 -1.9565 -0.64 0.70 0.37 0.00
H -0.5631 -1.9836 -3.4192 0.03 0.11 -0.43 0.00
F 3.6831 0.9429 1.2567 -0.02 -0.06 -0.71 0.00
C 3.0926 1.4185 0.1436 0.49 -0.48 0.07 0.00
F 4.0153 1.5404 -0.8171 -0.32 0.62 0.64 0.00
F 2.5528 2.5718 0.4718 0.01 0.74 -0.33 0.00
S 1.7634 0.2946 -0.4576 0.42 -0.09 -1.92 0.03
O 0.6630 0.5852 0.4145 -1.06 0.35 0.47 -0.02
O 1.6049 0.5774 -1.8643 0.01 0.06 1.03 0.00
N 2.2451 -1.1373 -0.0985 0.33 -0.57 -0.21 0.01
S 3.4978 -1.7948 -0.8223 0.05 0.90 0.92 0.00
O 4.2496 -0.9071 -1.6570 -0.22 -0.59 -0.11 0.00
O 4.1529 -2.6085 0.1365 0.85 -0.63 0.68 0.00
C 2.7602 -3.0544 -1.8528 -0.48 -1.52 -2.34 0.00
F 1.8446 -3.8327 -1.2013 1.22 0.80 -0.65 0.00
F 3.7344 -3.8338 -2.4227 -0.45 0.03 1.42 0.00
F 2.1889 -2.5307 -2.9443 -0.88 0.43 0.41 0.00
```
Positions in Å, forces in eV/Å.

Summary:
Total charge: -1
HOMO-LUMO gap (alpha / beta), eV: 6.7 / 6.8
2S+1: 5
E, Eh: -4604.9486
HOMO (alpha / beta), eV: -4.35 / -4.93
Relative energy (zero: lowest compared OMol25 entry of this formula, charge and spin), eV: 0.013


Entry 2:
A molecular structure, C29H50BrCuN3O9P3S, computed with ωB97M-V with the def2-TZVPD basis set.

The geometry in XYZ format:
```
97
Properties=species:S:1:pos:R:3:forces:R:3:mulliken_spin:R:1
Cu -0.4446 1.6373 1.0328 -0.33 0.22 0.10 0.75
O 2.5000 3.0396 2.9982 0.12 0.02 0.13 0.00
P 2.4755 1.7743 2.0363 -0.10 -0.13 -0.10 0.01
O 3.5819 0.8478 2.3141 0.01 0.00 -0.01 0.00
O 1.0646 1.1566 2.0659 0.22 0.14 -0.06 0.03
O 2.6143 2.4623 0.5690 0.08 0.07 -0.06 0.00
P 1.5229 3.5668 0.0491 0.18 -0.07 0.21 0.00
O 2.3386 4.2974 -1.1223 -0.05 -0.02 -0.02 0.00
O 0.3904 2.7889 -0.5706 -0.01 0.01 0.34 0.04
O 1.2657 4.5008 1.1756 0.00 0.08 -0.08 0.00
H 2.0130 3.7803 2.5508 0.00 0.01 -0.07 0.00
H 2.1162 3.8886 -1.9659 0.01 -0.02 -0.03 0.00
C 0.3662 2.3205 5.3216 0.01 0.06 0.03 0.00
N 0.0936 0.9247 5.0088 0.12 0.11 -0.07 0.01
C 1.2669 0.0546 5.0835 0.04 0.10 -0.01 0.00
C -0.9564 0.6071 4.2271 -0.08 0.04 0.11 0.01
S -1.8196 1.7771 3.3422 0.09 -0.26 -0.18 0.06
N -1.3212 -0.6942 4.2343 0.03 -0.11 -0.16 0.01
C -1.0557 -1.5412 5.3851 -0.15 -0.02 0.07 0.00
C -2.3277 -1.1984 3.3111 -0.08 0.04 0.01 0.00
H 0.9618 2.3410 6.2356 0.02 0.01 0.01 0.00
H -0.5659 2.8544 5.4829 0.01 -0.03 0.01 0.00
H 0.9248 2.7987 4.5177 -0.03 0.00 0.06 0.00
H 2.1460 0.6423 4.8238 0.04 0.01 -0.03 0.00
H 1.1905 -0.7437 4.3510 0.01 -0.01 -0.01 0.00
H 1.4030 -0.3654 6.0843 0.00 0.00 -0.03 0.00
H -0.7930 -0.9260 6.2439 -0.02 -0.04 -0.02 0.00
H -0.2540 -2.2600 5.2071 0.01 -0.03 -0.02 0.00
H -1.9683 -2.0918 5.6202 0.01 -0.01 0.01 0.00
H -2.1985 -0.7878 2.3141 0.05 0.07 -0.06 0.00
H -3.3341 -0.9311 3.6471 0.00 -0.02 0.00 0.00
H -2.2386 -2.2843 3.2724 0.00 0.02 -0.01 0.00
Br -5.3265 5.4071 -2.6815 0.00 0.03 -0.01 0.00
C -5.2223 3.6494 -1.9833 0.01 -0.03 0.00 0.00
C -6.2314 2.7448 -2.2728 -0.04 0.02 -0.02 0.00
N -6.2242 1.4930 -1.8252 0.04 0.02 0.02 0.00
C -5.1891 1.1172 -1.0763 -0.03 0.03 -0.03 0.00
C -4.1381 1.9594 -0.7366 -0.08 -0.01 0.09 0.01
C -4.1518 3.2657 -1.1995 0.00 0.00 0.01 0.00
C -2.9802 1.4303 0.0687 0.15 -0.17 -0.02 -0.01
O -2.8794 0.2143 0.2418 -0.03 -0.11 0.07 0.00
O -2.1412 2.3131 0.4489 0.02 -0.12 -0.32 0.07
H -7.0718 3.0453 -2.8876 -0.01 0.00 -0.01 0.00
H -5.1753 0.0947 -0.7228 0.01 -0.03 0.01 0.00
H -3.3380 3.9340 -0.9512 0.00 0.00 0.00 0.00
C 4.5359 -0.3258 -2.8959 -0.02 -0.02 0.00 0.00
C 4.5447 -0.3176 -1.3711 0.02 0.00 0.01 0.00
C 3.2037 -0.8222 -0.8156 -0.04 0.00 0.00 0.00
C 2.0197 -0.4551 -1.7383 0.09 0.01 0.02 0.01
C 2.3515 0.8767 -2.4215 0.00 -0.01 -0.01 0.00
C 3.4920 0.6720 -3.4266 -0.01 -0.01 -0.02 0.00
P 0.4108 -0.4416 -0.8208 -0.20 0.15 0.14 -0.01
C -0.8697 -0.5703 -2.1586 -0.07 0.02 -0.03 0.01
C -0.6440 -1.5542 -3.3378 0.04 -0.04 0.00 0.00
C -0.5732 -0.8389 -4.6853 0.01 -0.02 -0.02 0.00
C -1.8537 -0.0487 -4.9785 0.00 -0.01 0.02 0.00
C -2.3877 0.6530 -3.7129 0.00 0.00 -0.01 0.00
C -1.2708 0.8171 -2.6883 0.03 -0.02 -0.06 0.00
C 0.3198 -2.1292 -0.0403 -0.11 -0.07 0.01 0.01
C 0.7562 -3.3376 -0.8967 -0.01 -0.03 -0.03 0.00
C 1.2053 -4.5310 -0.0428 0.01 0.01 0.01 0.00
C 0.3395 -4.6364 1.2046 0.00 0.01 0.00 0.00
C 0.5916 -3.4272 2.1190 0.01 0.01 0.05 0.00
C 1.0017 -2.1701 1.3348 0.08 -0.05 -0.02 0.01
H 4.2909 -1.3364 -3.2396 0.01 -0.01 -0.01 0.00
H 5.5247 -0.0959 -3.2985 0.01 0.01 0.00 0.00
H 4.7316 0.6964 -1.0090 0.00 0.01 0.00 0.00
H 5.3562 -0.9363 -0.9827 0.00 0.01 0.01 0.00
H 3.0593 -0.3997 0.1813 0.01 -0.02 0.00 0.00
H 3.2473 -1.9087 -0.6984 0.00 -0.01 0.00 0.00
H 1.9356 -1.2116 -2.5288 0.03 0.01 0.02 0.00
H 2.6617 1.5741 -1.6452 -0.02 0.03 0.01 0.00
H 1.4860 1.3201 -2.9122 0.01 -0.02 -0.02 0.00
H 3.9679 1.6352 -3.6313 0.00 0.01 0.00 0.00
H 3.0865 0.3133 -4.3782 0.01 0.01 0.00 0.00
H -1.7373 -0.9118 -1.5822 0.03 0.01 0.00 0.00
H -1.4700 -2.2724 -3.3667 -0.01 -0.01 -0.01 0.00
H 0.2612 -2.1484 -3.2038 -0.06 0.04 -0.01 0.00
H -0.3888 -1.5652 -5.4815 0.00 0.01 0.00 0.00
H 0.2879 -0.1645 -4.6840 0.01 0.01 0.00 0.00
H -2.6136 -0.7242 -5.3807 -0.01 0.00 0.00 0.00
H -1.6521 0.6884 -5.7598 0.01 0.00 -0.01 0.00
H -3.1877 0.0582 -3.2610 -0.01 0.01 0.02 0.00
H -2.8288 1.6198 -3.9669 0.00 -0.01 0.00 0.00
H -1.5537 1.4704 -1.8695 -0.03 0.01 0.06 0.00
H -0.4278 1.3205 -3.1650 0.00 0.01 0.01 0.00
H -0.7592 -2.2136 0.1531 0.00 0.01 -0.02 0.00
H 1.5695 -3.0625 -1.5713 -0.01 -0.01 -0.01 0.00
H -0.0797 -3.6494 -1.5289 0.02 0.01 0.02 0.00
H 2.2496 -4.4041 0.2593 0.02 0.00 0.00 0.00
H 1.1631 -5.4472 -0.6368 -0.01 -0.01 0.00 0.00
H 0.5291 -5.5683 1.7418 0.00 0.00 0.01 0.00
H -0.7116 -4.6624 0.8992 -0.01 0.00 -0.01 0.00
H 1.3836 -3.6677 2.8349 0.00 0.00 0.00 0.00
H -0.3048 -3.2276 2.7081 -0.05 0.03 0.03 0.00
H 2.0848 -2.1698 1.2044 0.00 0.03 0.01 0.00
H 0.7768 -1.2667 1.9034 -0.02 0.02 -0.01 -0.01
```
Positions in Å, forces in eV/Å.

Summary:
Total charge: -1
HOMO-LUMO gap (alpha / beta), eV: 8.2 / 7.4
2S+1: 2
E, Eh: -7613.6900
HOMO (alpha / beta), eV: -5.75 / -5.72
Relative energy (zero: lowest compared OMol25 entry of this formula, charge and spin), eV: 0.107